#w
A 5-piece molecular cluster, H9O5 overall, computed with the ωB97M-V functional and the def2-TZVPD basis.

Computed properties:
2S+1 = 1
E_HOMO = -5.3 eV
charge = -1
HOMO-LUMO gap = 9.3 eV

Atoms and positions in Å:
O1 -0.855 -0.610 0.382
H1 -1.249 -0.826 1.218
O2 -0.429 1.931 0.306
H2 -1.246 2.346 0.635
H3 -0.717 0.985 0.400
O3 -1.161 0.288 -2.172
H4 -0.394 0.734 -1.845
H5 -1.215 -0.300 -1.504
O4 0.809 -2.697 0.190
H6 0.130 -1.972 0.465
H7 1.645 -2.345 0.677
O5 1.932 0.767 0.267
H8 1.531 1.576 0.566
H9 1.219 0.124 0.414

These are the Mulliken partial charges, in e, on atoms 1 to 2: number 1, O, carries -1.05; number 2, H, carries 0.13

---

#x
A 5-piece molecular cluster, H9O5 overall, computed with the ωB97M-V functional and the def2-TZVPD basis.

Computed properties:
2S+1 = 1
E_HOMO = -5.3 eV
charge = -1
HOMO-LUMO gap = 9.5 eV

Atoms and positions in Å:
O1 0.935 0.405 -1.489
H1 1.692 0.204 -2.052
O2 1.957 1.744 0.403
H2 1.186 2.250 0.666
H3 1.597 1.188 -0.409
O3 -0.090 -1.179 0.087
H4 0.509 -1.926 0.178
H5 0.331 -0.495 -0.633
O4 -1.760 -0.655 -1.993
H6 -0.967 -0.110 -2.159
H7 -1.615 -0.953 -1.066
O5 -1.192 -0.223 3.015
H8 -0.287 -0.502 2.866
H9 -1.643 -0.579 2.241

These are the Mulliken partial charges, in e, on atoms 1 to 2: number 1, O, carries -1.04; number 2, H, carries 0.20

---

#y
A 5-piece molecular cluster, H9O5 overall, computed with the ωB97M-V functional and the def2-TZVPD basis.

Computed properties:
2S+1 = 1
E_HOMO = -4.4 eV
charge = -1
HOMO-LUMO gap = 7.9 eV

Atoms and positions in Å:
O1 -1.274 0.139 0.833
H1 -0.582 -0.482 1.073
O2 -3.474 -2.432 0.940
H2 -3.211 -1.539 1.148
H3 -2.719 -2.915 1.228
O3 0.232 1.972 0.009
H4 -0.316 2.568 -0.529
H5 -0.727 0.807 0.296
O4 2.622 3.000 0.337
H6 3.041 2.165 0.070
H7 1.642 2.777 0.210
O5 1.508 -2.411 -1.807
H8 2.347 -1.969 -2.025
H9 0.911 -1.679 -1.784

These are the Mulliken partial charges, in e, on atoms 1 to 2: number 1, O, carries -0.64; number 2, H, carries 0.26

---

Most stable pick: #x. Distance to second place: 5.8 kcal/mol.

---

#w
An isolated ion of composition C4H11N2O and charge -1, computed with the ωB97M-V functional and the def2-TZVPD basis.

Computed properties:
2S+1 = 1
E_HOMO = -2.3 eV
SMILES = C[C@@H](CN)NC[O-]
charge = -1
HOMO-LUMO gap = 6.2 eV

Atoms and positions in Å:
C1 0.669 -0.594 1.537
C2 0.006 -0.100 0.259
C3 1.020 0.567 -0.643
N1 1.494 1.880 -0.146
N2 -0.744 -1.084 -0.479
C4 -2.142 -0.618 -0.879
O1 -2.734 0.225 -0.051
H1 -0.168 -0.883 2.180
H2 1.329 -1.462 1.504
H3 1.107 0.252 2.060
H4 -0.650 0.712 0.597
H5 0.528 0.684 -1.604
H6 1.845 -0.122 -0.850
H7 1.660 2.442 -0.973
H8 2.403 1.770 0.288
H9 -0.895 -1.897 0.103
H10 -2.661 -1.592 -1.006
H11 -2.066 -0.179 -1.896

These are the Mulliken partial charges, in e, on atoms 1 to 2: number 1, C, carries -1.71; number 2, C, carries 0.71

---

#x
A 2-piece molecular cluster, C4H11N2O overall, computed with the ωB97M-V functional and the def2-TZVPD basis.

Computed properties:
2S+1 = 1
E_HOMO = -2.7 eV
charge = -1
HOMO-LUMO gap = 7.0 eV

Atoms and positions in Å:
N1 2.335 -1.221 0.886
C1 1.853 0.202 1.021
O1 1.389 0.763 -0.099
H1 3.079 -1.324 0.189
H2 2.739 -1.521 1.828
H3 1.101 0.196 1.850
H4 2.756 0.686 1.440
C2 -2.642 1.179 -0.329
C3 -1.219 0.565 -0.500
C4 -0.163 -1.335 -1.267
N2 -1.355 -0.794 -1.092
H5 -2.544 2.115 0.267
H6 -3.075 1.582 -1.256
H7 -3.393 0.525 0.133
H8 -0.761 0.423 0.510
H9 -0.633 1.307 -1.074
H10 0.744 -0.943 -0.835
H11 -0.212 -2.405 -1.674

These are the Mulliken partial charges, in e, on atoms 1 to 2: number 1, N, carries -0.62; number 2, C, carries -0.52

---

Most stable pick: #w. Distance to second place: 24.5 kcal/mol.